(1)
Computed, not measured: an isolated molecule of C9H10Br2 in a non-equilibrium geometry, with ωB97M-V/def2-TZVPD.

The value obtained for the strongest force on any atom is 5.41 eV Å⁻¹. The molar mass is 278.0 g mol⁻¹. Its SMILES is C=C1[C@H]2C=C[C@H](C2)[C@@]1(Br)CBr. The LUMO energy is 0.758 eV. For the HOMO energy, the calculation gives -9.385 eV. Its multiplicity is 1. The total energy comes out at -5496.87410 hartree. The value obtained for the energy above the lowest of the compared OMol25 structures with the same formula, charge and spin is 0.0 kJ/mol.

Geometry (Å):
C -1.726 1.537 -0.484
C -0.959 0.526 -0.067
C -1.281 -0.982 0.224
C -0.531 -1.736 -0.812
C 0.816 -1.605 -0.669
C 0.960 -0.719 0.566
C -0.277 -1.182 1.402
C 0.664 0.698 0.334
Br 0.831 1.758 1.947
C 1.274 1.484 -0.759
Br 3.230 1.368 -0.603
H -1.276 2.529 -0.681
H -2.777 1.517 -0.806
H -2.407 -1.280 0.326
H -1.074 -2.362 -1.488
H 1.623 -1.699 -1.365
H 1.879 -0.847 1.301
H -0.338 -0.449 2.205
H -0.537 -2.160 1.890
H 0.915 2.487 -0.728
H 0.991 1.117 -1.734

Cartesian forces (eV/Å) of the 3 atoms listed first:
0.560 0.212 -0.578
0.246 0.332 0.580
-0.943 1.214 0.926

Here are the natural (NBO) charges for atoms 1 to 8, given in e:
1 C -0.4289
2 C 0.0617
3 C -0.3328
4 C -0.1506
5 C -0.2041
6 C -0.3418
7 C -0.3775
8 C -0.0722

(2)
Computed, not measured: C36H39BFN5PS2Ti as an isolated structure in a non-equilibrium geometry, with ωB97M-V/def2-TZVPD.

The value obtained for the strongest force on any atom is 2.44 eV Å⁻¹. The molar mass is 714.5 g mol⁻¹. Its net charge is -1. The LUMO energy (spin up / spin down) is 2.609 / 2.606 eV. For the HOMO energy (spin up / spin down), the calculation gives -2.607 / -4.830 eV. Its multiplicity is 3. The total energy comes out at -3781.11672 hartree. The value obtained for the energy above the lowest of the compared OMol25 structures with the same formula, charge and spin is 103.1 kJ/mol. Its expectation value of S² is 2.01.

Geometry (Å):
Ti 1.239 0.735 -0.281
C -0.917 0.169 -2.253
C -0.914 -1.360 -2.265
C -1.627 -1.869 -1.008
C 0.484 -1.921 -2.464
C 0.724 -2.593 -3.656
C 1.963 -3.128 -3.953
C 3.004 -2.943 -3.064
C 2.826 -2.272 -1.861
C 4.062 -2.122 -0.989
C 4.070 -3.136 0.163
C 4.316 -0.700 -0.473
C 1.536 -1.791 -1.528
N 1.325 -1.208 -0.276
C 1.099 -2.008 0.782
C 0.813 -3.392 0.719
C 0.564 -4.118 1.863
C 0.567 -3.522 3.117
C 0.877 -2.170 3.224
C 1.157 -1.465 2.082
F 1.587 -0.155 2.164
H -1.929 0.541 -2.077
H -0.554 0.576 -3.199
H -0.275 0.528 -1.422
H -1.512 -1.688 -3.130
H -1.249 -1.368 -0.114
H -1.508 -2.945 -0.890
H -2.692 -1.649 -1.087
H -0.084 -2.723 -4.362
H 2.121 -3.679 -4.870
H 3.981 -3.343 -3.308
H 4.919 -2.379 -1.629
H 3.390 -2.839 0.957
H 5.076 -3.220 0.577
H 3.763 -4.115 -0.202
H 3.471 -0.326 0.122
H 4.478 -0.017 -1.310
H 5.214 -0.704 0.147
H 0.795 -3.876 -0.251
H 0.365 -5.178 1.782
H 0.351 -4.102 4.001
H 0.918 -1.673 4.181
B 1.032 3.450 -1.110
N 1.785 3.267 0.233
C 2.092 4.218 1.121
C 2.878 3.654 2.110
C 2.996 2.316 1.742
N 2.325 2.103 0.609
N 1.812 2.643 -2.172
C 2.194 3.031 -3.398
C 2.653 1.920 -4.078
C 2.514 0.867 -3.176
N 2.001 1.326 -2.026
H 1.048 4.604 -1.413
H -0.074 2.973 -1.045
H 1.720 5.219 1.011
H 3.305 4.142 2.964
H 3.525 1.522 2.240
H 2.095 4.050 -3.720
H 3.029 1.870 -5.082
H 2.740 -0.172 -3.334
S -2.537 4.010 0.411
P -2.467 2.172 1.097
S -0.767 1.097 1.205
C -3.690 1.101 0.243
C -4.046 -0.126 0.798
C -4.992 -0.909 0.169
C -5.576 -0.488 -1.017
C -5.207 0.726 -1.582
C -4.265 1.517 -0.952
C -3.124 2.111 2.812
C -4.212 2.916 3.127
C -4.745 2.891 4.401
C -4.190 2.063 5.370
C -3.101 1.264 5.057
C -2.567 1.287 3.782
H -3.574 -0.454 1.715
H -5.276 -1.858 0.603
H -6.307 -1.116 -1.506
H -5.655 1.055 -2.511
H -3.970 2.474 -1.365
H -4.616 3.568 2.363
H -5.595 3.514 4.646
H -4.612 2.043 6.367
H -2.663 0.614 5.803
H -1.709 0.679 3.530

Cartesian forces (eV/Å) of the 3 atoms listed first:
-1.446 0.018 1.350
0.109 -0.329 -0.044
-0.164 0.043 0.258

Here are the Mulliken charges for atoms 1 to 8, given in e:
1 Ti -2.2279
2 C 0.8489
3 C 0.2715
4 C -0.9581
5 C 0.8180
6 C -1.0257
7 C -1.3496
8 C -1.1370

(3)
Computed, not measured: C11H21N3O6Rh as an isolated structure, with ωB97M-V/def2-TZVPD.

The value obtained for the strongest force on any atom is 0.32 eV Å⁻¹. The molar mass is 394.2 g mol⁻¹. Its net charge is +1. The LUMO energy (spin up / spin down) is -3.946 / -3.946 eV. For the HOMO energy (spin up / spin down), the calculation gives -10.156 / -10.154 eV. Its multiplicity is 1. The total energy comes out at -1157.77725 hartree. The value obtained for the energy above the lowest of the compared OMol25 structures with the same formula, charge and spin is 31.3 kJ/mol.

Geometry (Å):
Rh 1.179 -0.195 0.412
O -2.309 -2.236 -1.206
C -1.796 -3.243 -2.045
C -1.748 -4.516 -1.208
N -0.914 -4.257 -0.021
C -1.431 -4.020 1.115
C -3.385 -0.770 0.959
O -4.113 -1.575 1.365
O -2.640 0.013 0.546
C 0.539 -4.053 -0.233
C 0.859 -2.571 -0.029
O 0.857 -1.777 -0.999
O 1.047 -2.165 1.145
H -1.906 -1.384 -1.414
H -2.433 -3.425 -2.914
H -0.796 -2.984 -2.394
H -2.741 -4.792 -0.857
H -1.324 -5.349 -1.768
H -2.503 -4.102 1.244
H -0.788 -3.736 1.941
H 1.078 -4.649 0.499
H 0.792 -4.372 -1.239
C 0.611 3.570 2.152
N 1.376 2.655 1.311
C 1.743 1.393 1.919
C 1.247 2.633 -0.044
O 1.231 1.539 -0.663
N 1.143 3.788 -0.725
C 1.742 5.036 -0.269
C 0.817 3.729 -2.144
H -0.136 3.007 2.716
H 0.089 4.299 1.541
H 1.262 4.095 2.852
H 1.891 1.530 2.988
H 2.695 1.012 1.525
H 0.855 0.639 1.944
H 2.299 4.880 0.649
H 0.984 5.804 -0.107
H 2.436 5.392 -1.032
H 0.162 2.886 -2.338
H 1.719 3.621 -2.751
H 0.310 4.652 -2.420

Cartesian forces (eV/Å) of the 3 atoms listed first:
-0.001 0.094 0.137
-0.147 0.147 -0.014
0.125 -0.048 0.063

Here are the natural (NBO) charges for atoms 1 to 8, given in e:
1 Rh 0.4492
2 O -0.7465
3 C -0.0859
4 C -0.2418
5 N -0.2097
6 C 0.1262
7 C 1.0359
8 O -0.5200

(4)
Computed, not measured: an isolated molecule of C6H7ClFNO in a non-equilibrium geometry, with ωB97M-V/def2-TZVPD.

The value obtained for the strongest force on any atom is 4.24 eV Å⁻¹. The molar mass is 163.6 g mol⁻¹. Its SMILES is N/C(F)=C/C=C\C(Cl)=C\O. The LUMO energy is 0.608 eV. For the HOMO energy, the calculation gives -8.402 eV. Its multiplicity is 1. The total energy comes out at -922.77932 hartree. The value obtained for the energy above the lowest of the compared OMol25 structures with the same formula, charge and spin is 67.3 kJ/mol.

Geometry (Å):
N 0.930 -1.232 1.626
C 0.517 -0.943 0.382
F -0.498 -1.800 -0.002
C 1.006 -0.297 -0.661
C 0.278 -0.013 -1.848
C -0.821 0.732 -1.827
C -1.387 1.234 -0.584
Cl -1.457 2.969 -0.572
C -1.657 0.610 0.573
O -2.006 1.138 1.753
H 1.515 -0.552 2.116
H 1.300 -2.277 1.864
H 2.071 0.068 -0.636
H 0.466 -0.282 -2.831
H -1.127 1.063 -2.748
H -1.869 -0.398 0.665
H -1.654 2.042 1.720

Cartesian forces (eV/Å) of the 3 atoms listed first:
1.998 -2.569 2.724
-0.044 -2.063 -1.968
-0.332 -0.128 0.844

Here are the natural (NBO) charges for atoms 1 to 8, given in e:
1 N -0.8468
2 C 0.5493
3 F -0.3693
4 C -0.3620
5 C -0.1822
6 C -0.2074
7 C -0.1719
8 Cl -0.0456